ORCA calculation (wB97M-V/def2-TZVPD) on C38H39N4P2Sn as an isolated structure in a non-equilibrium geometry.

Computed properties:
- largest force on an atom (eV Å⁻¹) = 2.1
- HOMO energy (eV) = -16.06
- molecular weight (u) = 732.417
- net charge = +3
- total energy (hartree) = -2586.600240

Geometry as XYZ:
```
84
C38H39N4P2Sn, DFT wB97M-V/def2-TZVPD
Sn -0.74 -0.26 -1.11
N 1.57 0.02 1.15
P -0.02 0.48 1.49
C 0.10 2.16 2.14
C -0.73 3.18 1.69
C -0.65 4.44 2.26
C 0.27 4.68 3.27
C 1.09 3.66 3.73
C 1.01 2.39 3.17
C -0.54 -0.53 2.88
C 0.20 -1.56 3.46
C -0.28 -2.19 4.60
C -1.51 -1.83 5.14
C -2.27 -0.82 4.54
C -1.78 -0.18 3.42
P 2.09 0.05 -0.47
C 3.79 -0.54 -0.40
C 4.47 -0.65 -1.61
C 5.81 -0.98 -1.62
C 6.47 -1.23 -0.43
C 5.79 -1.13 0.78
C 4.45 -0.79 0.81
C 2.21 1.80 -0.91
C 2.72 2.74 -0.02
C 2.91 4.05 -0.45
C 2.64 4.40 -1.77
C 2.16 3.46 -2.66
C 1.93 2.16 -2.23
H 1.91 -0.77 1.68
H -1.46 2.98 0.91
H -1.31 5.23 1.92
H 0.35 5.67 3.71
H 1.80 3.85 4.53
H 1.63 1.59 3.55
H 1.16 -1.88 3.06
H 0.31 -2.97 5.07
H -1.87 -2.32 6.03
H -3.22 -0.53 4.97
H -2.35 0.64 2.97
H 3.95 -0.47 -2.55
H 6.34 -1.04 -2.56
H 7.52 -1.49 -0.43
H 6.31 -1.29 1.71
H 3.95 -0.69 1.76
H 2.98 2.45 0.99
H 3.29 4.79 0.24
H 2.82 5.41 -2.10
H 1.99 3.73 -3.70
H 1.56 1.40 -2.92
N -1.31 -0.07 -3.51
C -2.06 1.16 -3.80
C -1.36 2.31 -3.10
N -1.36 2.05 -1.65
H -0.46 -0.08 -4.07
H -1.84 -0.89 -3.81
H -3.07 1.04 -3.41
H -2.13 1.35 -4.87
H -1.86 3.25 -3.35
H -0.33 2.36 -3.44
H -2.29 2.26 -1.28
H -0.71 2.68 -1.19
N -2.85 -0.64 -0.01
C -3.74 -1.58 -0.67
C -5.05 -1.19 -0.90
C -5.96 -2.06 -1.48
C -5.54 -3.34 -1.81
C -4.23 -3.72 -1.58
C -3.30 -2.85 -1.01
C -1.89 -3.30 -0.88
C -1.61 -4.65 -0.63
C -0.34 -5.18 -0.75
C 0.73 -4.38 -1.11
C 0.51 -3.01 -1.29
C -0.77 -2.52 -1.14
H -2.52 -1.06 0.86
H -3.40 0.17 0.26
H -5.38 -0.19 -0.62
H -6.98 -1.75 -1.66
H -6.23 -4.04 -2.26
H -3.92 -4.71 -1.88
H -2.44 -5.30 -0.34
H -0.19 -6.24 -0.58
H 1.72 -4.79 -1.23
H 1.35 -2.37 -1.53
```